1.
{"formula": "C7H14O", "method": "ωB97M-V/def2-TZVPD", "smiles": "C=CC(=C)CCC.O", "homo_lumo_gap_ev": 10.46, "lumo_ev": 0.792, "homo_energy_ev": -9.67, "symbols": ["C", "C", "C", "C", "C", "C", "C", "H", "H", "H", "H", "H", "H", "H", "H", "H", "H", "H", "H", "H", "H", "O"], "coordinates": [[-1.618, -1.367, 1.346], [-1.111, 0.066, 1.156], [-0.424, 0.277, -0.208], [1.088, 0.300, -0.264], [1.716, -0.858, -0.440], [1.790, 2.412, 0.850], [1.547, 1.710, -0.253], [-0.765, -2.013, 1.087], [-2.382, -1.631, 0.616], [-1.743, -1.599, 2.401], [-1.877, 0.797, 1.398], [-0.344, 0.213, 1.924], [-0.845, 1.154, -0.638], [-0.878, -0.474, -0.855], [1.086, -1.725, -0.623], [2.772, -1.092, -0.415], [2.058, 1.852, 1.736], [1.807, 3.493, 0.840], [1.521, 2.165, -1.230], [-1.522, -1.550, -2.191], [-0.474, -1.085, -3.234], [-1.401, -1.046, -3.003]], "mulliken_charge": [-1.100, -0.377, 0.107, 0.562, -0.976, -0.664, -0.349, 0.250, 0.295, 0.374, 0.355, 0.245, 0.513, -0.676, 0.232, 0.343, 0.268, 0.286, 0.327, 0.314, 0.320, -0.648]}

2.
{"formula": "C36H35CeN6O2S", "method": "ωB97M-V/def2-TZVPD", "homo_lumo_gap_ev": [6.39, 6.39], "total_charge": 1, "lumo_ev": [-4.339, -4.332], "homo_energy_ev": [-10.73, -10.73], "symbols": ["Ce", "C", "O", "C", "C", "C", "C", "C", "C", "N", "N", "C", "C", "O", "C", "C", "C", "C", "C", "C", "C", "C", "H", "H", "H", "H", "H", "H", "H", "H", "H", "H", "H", "H", "H", "S", "C", "C", "C", "C", "C", "N", "H", "H", "H", "H", "C", "C", "N", "C", "C", "N", "C", "C", "H", "H", "H", "H", "H", "H", "H", "H", "H", "H", "H", "H", "C", "C", "C", "C", "C", "C", "C", "C", "N", "H", "H", "H", "H", "H", "H"], "coordinates": [[-0.029, -0.424, 0.488], [-2.658, -1.100, -2.310], [-1.374, -0.579, -1.938], [-0.540, -0.292, -3.004], [-0.740, -0.792, -4.284], [0.182, -0.497, -5.277], [1.291, 0.290, -5.000], [1.472, 0.802, -3.727], [0.553, 0.517, -2.726], [0.674, 1.019, -1.386], [1.389, 2.064, -1.319], [1.628, 2.727, -0.158], [0.943, 2.518, 1.052], [-0.059, 1.670, 1.137], [1.317, 3.237, 2.216], [2.337, 4.131, 2.158], [3.036, 4.413, 0.947], [4.071, 5.370, 0.921], [4.734, 5.643, -0.245], [4.372, 4.964, -1.419], [3.368, 4.027, -1.419], [2.676, 3.729, -0.230], [-2.566, -2.129, -2.662], [-3.092, -0.476, -3.090], [-3.286, -1.060, -1.431], [-1.595, -1.410, -4.512], [0.030, -0.892, -6.272], [2.013, 0.510, -5.774], [2.319, 1.431, -3.493], [0.768, 3.043, 3.127], [2.629, 4.663, 3.056], [4.326, 5.889, 1.837], [5.522, 6.383, -0.267], [4.887, 5.189, -2.345], [3.095, 3.529, -2.337], [0.816, -1.114, 3.030], [2.304, -0.307, 2.555], [3.300, 0.075, 3.462], [4.426, 0.704, 2.984], [4.557, 0.961, 1.618], [3.536, 0.564, 0.787], [2.440, -0.064, 1.245], [3.167, -0.129, 4.515], [5.208, 1.004, 3.670], [5.423, 1.461, 1.210], [3.574, 0.750, -0.279], [2.672, -2.063, -1.400], [3.417, -3.365, -1.800], [2.601, -4.540, -1.516], [2.330, -4.608, -0.085], [1.672, -3.294, 0.401], [1.378, -2.399, -0.754], [0.579, -3.150, -1.756], [1.334, -4.421, -2.221], [2.457, -1.439, -2.270], [3.258, -1.479, -0.695], [4.354, -3.458, -1.249], [3.663, -3.358, -2.863], [3.268, -4.781, 0.445], [1.684, -5.467, 0.104], [2.323, -2.744, 1.080], [0.739, -3.490, 0.934], [0.397, -2.484, -2.597], [-0.379, -3.400, -1.304], [1.530, -4.378, -3.294], [0.744, -5.319, -2.030], [-2.320, -1.201, 1.194], [-2.069, -2.624, 1.364], [-2.284, -3.529, 0.308], [-1.995, -4.872, 0.446], [-1.469, -5.337, 1.652], [-1.272, -4.469, 2.726], [-1.573, -3.129, 2.580], [-1.114, -6.730, 1.778], [-0.812, -7.836, 1.851], [-2.438, -0.628, 2.116], [-3.068, -0.932, 0.456], [-2.719, -3.178, -0.617], [-2.172, -5.561, -0.368], [-0.885, -4.845, 3.662], [-1.447, -2.464, 3.423]], "mulliken_charge": [0.742, -1.419, -0.206, -0.124, -0.164, -0.876, -0.980, -0.186, 0.481, 0.865, -0.625, -0.511, 1.058, -0.676, -0.838, -0.857, 0.937, -1.005, -0.650, -0.743, -0.583, 1.278, 0.449, 0.590, 0.221, 0.500, 0.440, 0.434, 0.481, 0.544, 0.431, 0.438, 0.425, 0.434, 0.376, -0.657, 0.820, -1.026, -0.515, -1.222, -0.131, 0.625, 0.550, 0.401, 0.493, 0.543, -0.349, -0.923, -0.143, -0.997, 0.330, 1.144, 0.715, -1.017, 0.390, 0.040, 0.345, 0.318, 0.325, 0.332, 0.668, -0.745, -0.030, -0.541, 0.368, 0.306, -1.676, 0.658, -0.512, -0.438, 0.433, -0.804, -0.839, -0.162, -0.484, 0.508, 0.667, 0.602, 0.526, 0.549, 0.873]}

3.
{"formula": "C60H36CdF15GeN9O2S", "method": "ωB97M-V/def2-TZVPD", "homo_lumo_gap_ev": 7.07, "lumo_ev": -0.409, "homo_energy_ev": -7.48, "symbols": ["Cd", "C", "C", "C", "C", "N", "C", "C", "C", "C", "C", "C", "N", "C", "C", "C", "C", "C", "N", "H", "H", "H", "H", "H", "H", "H", "H", "H", "H", "H", "C", "C", "N", "N", "C", "O", "C", "C", "C", "C", "C", "C", "C", "C", "C", "C", "C", "N", "H", "H", "H", "H", "H", "H", "H", "H", "H", "H", "H", "H", "F", "C", "C", "C", "F", "C", "F", "C", "F", "C", "F", "Ge", "S", "C", "C", "F", "C", "F", "C", "F", "C", "F", "C", "F", "C", "C", "F", "C", "F", "C", "F", "C", "F", "C", "F", "C", "C", "C", "C", "C", "N", "C", "O", "N", "C", "C", "C", "C", "N", "C", "C", "C", "H", "H", "H", "H", "H", "H", "H", "H", "H", "H", "H", "H", "H"], "coordinates": [[0.049, -0.817, 1.725], [3.617, -1.565, 4.535], [4.683, -1.804, 3.686], [4.524, -1.611, 2.322], [3.289, -1.188, 1.850], [2.261, -0.982, 2.673], [2.414, -1.154, 3.980], [3.021, -0.954, 0.397], [4.030, -0.824, -0.548], [3.670, -0.597, -1.865], [2.333, -0.507, -2.205], [1.378, -0.640, -1.203], [1.741, -0.856, 0.055], [-0.092, -0.571, -1.467], [-0.601, -0.144, -2.685], [-1.975, -0.091, -2.857], [-2.800, -0.469, -1.814], [-2.211, -0.878, -0.630], [-0.895, -0.929, -0.464], [3.703, -1.694, 5.604], [5.634, -2.140, 4.080], [5.343, -1.805, 1.645], [1.536, -0.940, 4.580], [5.070, -0.876, -0.264], [4.430, -0.485, -2.627], [2.042, -0.331, -3.228], [0.058, 0.184, -3.476], [-2.396, 0.263, -3.789], [-3.876, -0.422, -1.897], [-2.814, -1.159, 0.225], [-2.348, -4.105, 4.012], [-1.461, -3.345, 3.076], [-1.350, -2.071, 3.095], [-2.080, -1.365, 4.004], [-1.520, -0.178, 4.227], [-0.440, 0.249, 3.729], [-2.280, 0.720, 5.153], [-1.817, 2.014, 5.359], [-2.533, 2.897, 6.153], [-3.716, 2.488, 6.753], [-4.178, 1.191, 6.559], [-3.463, 0.309, 5.764], [-0.576, -4.074, 2.129], [-0.760, -5.428, 1.867], [0.164, -6.095, 1.080], [1.250, -5.398, 0.584], [1.333, -4.043, 0.863], [0.447, -3.390, 1.601], [-2.524, -3.507, 4.902], [-3.321, -4.299, 3.551], [-1.907, -5.063, 4.284], [-0.902, 2.319, 4.871], [-2.170, 3.907, 6.296], [-4.280, 3.178, 7.368], [-5.103, 0.870, 7.021], [-3.821, -0.695, 5.586], [-1.611, -5.950, 2.279], [0.039, -7.148, 0.862], [2.003, -5.873, -0.030], [2.155, -3.458, 0.464], [1.618, 4.949, 0.228], [1.434, 5.242, 1.524], [0.308, 4.774, 2.182], [0.226, 5.087, 3.525], [-0.788, 4.634, 4.278], [1.176, 5.854, 4.179], [1.049, 6.133, 5.479], [2.270, 6.324, 3.477], [3.193, 7.065, 4.089], [2.404, 6.012, 2.135], [3.465, 6.451, 1.453], [-0.844, 3.508, 1.192], [0.316, 1.794, 0.730], [-1.506, 4.451, -0.433], [-1.254, 5.756, -0.820], [-0.602, 6.602, -0.012], [-1.677, 6.274, -2.034], [-1.408, 7.539, -2.367], [-2.392, 5.474, -2.905], [-2.802, 5.955, -4.079], [-2.690, 4.172, -2.545], [-3.391, 3.391, -3.378], [-2.257, 3.699, -1.321], [-2.594, 2.438, -1.004], [-2.555, 3.214, 2.137], [-3.205, 1.995, 2.206], [-2.690, 0.897, 1.634], [-4.420, 1.828, 2.849], [-5.013, 0.632, 2.879], [-5.021, 2.912, 3.458], [-6.182, 2.769, 4.095], [-4.423, 4.159, 3.379], [-5.012, 5.216, 3.943], [-3.224, 4.285, 2.706], [-2.710, 5.523, 2.596], [3.327, -0.156, -9.617], [3.363, -0.913, -8.319], [2.416, -0.703, -7.327], [2.453, -1.394, -6.122], [3.442, -2.344, -5.893], [3.561, -3.064, -4.683], [2.596, -3.481, -3.787], [2.907, -3.863, -2.675], [1.312, -3.450, -4.272], [0.132, -3.693, -3.552], [-1.063, -3.797, -4.253], [-2.236, -3.975, -3.546], [-2.176, -4.049, -2.162], [-1.039, -3.960, -1.481], [0.090, -3.785, -2.161], [4.398, -2.566, -6.883], [4.361, -1.853, -8.067], [2.480, 0.528, -9.650], [3.242, -0.836, -10.467], [4.236, 0.430, -9.757], [1.635, 0.032, -7.484], [1.716, -1.177, -5.361], [4.490, -3.285, -4.362], [1.207, -3.317, -5.266], [-1.073, -3.727, -5.335], [-3.185, -4.053, -4.059], [-3.080, -4.180, -1.577], [1.003, -3.703, -1.598], [5.171, -3.306, -6.718], [5.119, -2.041, -8.818]], "mulliken_charge": [5.249, -1.001, -0.574, -1.246, 0.352, 0.356, -0.505, -0.179, -0.868, -1.381, -0.339, -0.343, 0.974, 0.274, -0.651, -1.101, -1.165, -1.085, 0.981, 0.460, 0.420, 0.394, 0.540, 0.490, 0.505, 0.427, 0.624, 0.557, 0.523, 0.538, -1.887, -0.244, 0.848, -1.258, -0.243, -0.973, 0.751, -0.164, -0.548, -0.553, -0.757, -0.035, 0.593, -0.884, -0.606, -0.881, -0.370, 0.196, 0.422, 0.302, 0.492, 0.346, 0.435, 0.420, 0.391, 0.474, 0.478, 0.418, 0.459, 0.401, -0.324, 0.384, -0.426, 0.066, -0.144, 0.064, -0.311, 0.714, -0.312, 0.065, -0.307, 1.296, -1.402, -0.127, 0.337, -0.340, -0.026, -0.301, 0.769, -0.314, -0.263, -0.327, 0.172, -0.144, -0.152, 0.168, 0.116, -0.061, -0.408, 0.831, -0.406, -0.026, -0.366, 0.690, -0.442, -1.474, 0.797, -1.010, 0.222, 0.045, 0.053, 0.178, -0.667, 0.027, 0.040, -0.637, -0.626, -0.691, 0.103, -0.092, -0.596, -0.689, 0.343, 0.341, 0.338, 0.338, 0.490, 0.318, 0.321, 0.411, 0.437, 0.360, 0.481, 0.454, 0.394]}

Energy above the lowest of the compared OMol25 structures with the same formula, charge and spin
In order: 2.364; 0.000; 0.058
Unit: eV